A structure of composition C55H63N6O5PSV, computed with wB97M-V/def2-TZVPD.

Its spin multiplicity is 4. As for the HOMO energy (alpha / beta): -5.64 / -7.91 eV. The value obtained for the orbital gap (alpha / beta) is 5.86 / 8.14 eV. The LUMO energy (alpha / beta) comes out at 0.22 / 0.23 eV.

Positions of all 132 atoms, in Å:
V 0.13043 0.10457 -0.12827
C 0.77202 -4.21075 2.03138
C 0.42243 -2.73658 1.96470
C -1.07789 -2.53076 2.02406
O 0.94348 -2.14973 0.76371
C 2.23821 -1.62441 1.13966
C 1.89766 -1.00997 2.51845
O 1.09340 -2.08562 3.03409
C 1.07241 0.31311 2.63994
O 0.00879 0.33901 1.71938
C 1.92477 1.60317 2.56511
C 1.25133 2.82028 2.67763
C 1.92753 4.02719 2.60688
C 3.30984 4.04541 2.43060
C 3.99565 2.84380 2.37615
C 3.30638 1.63530 2.46184
C 0.50709 0.34566 4.08193
C 1.33962 0.18539 5.18926
C 0.83103 0.24516 6.47882
C -0.52251 0.48137 6.68843
C -1.35476 0.65918 5.59281
C -0.84120 0.58697 4.29915
C 2.81329 -0.83207 -0.04356
O 2.00588 0.25286 -0.32106
C 2.93486 -1.79537 -1.26845
C 3.68786 -2.97045 -1.21577
C 3.82967 -3.77867 -2.33612
C 3.23392 -3.41706 -3.53982
C 2.48897 -2.24785 -3.60222
C 2.34212 -1.44825 -2.47272
C 4.26831 -0.38604 0.18819
C 4.70975 0.74486 -0.49130
C 6.03045 1.15758 -0.40637
C 6.94403 0.43881 0.36023
C 6.51201 -0.68621 1.04753
C 5.18441 -1.09382 0.96212
H 0.05310 -4.79909 1.45409
H 0.74236 -4.52653 3.07582
H 1.77682 -4.38898 1.63820
H -1.51891 -2.93709 1.10764
H -1.28721 -1.46628 2.09251
H -1.48419 -3.04617 2.89712
H 2.90009 -2.46768 1.34488
H 2.78455 -0.95357 3.14565
H 0.17940 2.80875 2.83116
H 1.37635 4.95939 2.69286
H 3.84086 4.98814 2.35065
H 5.07427 2.83182 2.25615
H 3.87589 0.71807 2.43903
H 2.40326 0.01497 5.05101
H 1.49574 0.10924 7.32487
H -0.91817 0.53343 7.69705
H -2.41180 0.85795 5.73414
H -1.48977 0.71548 3.44377
H 4.19011 -3.26085 -0.29946
H 4.41131 -4.69303 -2.27065
H 3.36317 -4.03726 -4.41981
H 2.01943 -1.94638 -4.53366
H 1.76299 -0.53920 -2.53189
H 3.99094 1.31327 -1.06959
H 6.34762 2.05171 -0.93371
H 7.97738 0.75700 0.42585
H 7.20741 -1.25354 1.65710
H 4.87506 -1.96245 1.53638
N 2.52638 5.10366 -3.14122
C 1.87549 4.62210 -2.32857
C 0.97373 4.02791 -1.36855
C 0.08022 4.82217 -0.64876
C -0.81587 4.17321 0.18481
C -0.80682 2.79988 0.26331
N 0.04288 2.01828 -0.44908
C 0.93214 2.65783 -1.24671
H 0.11849 5.90189 -0.73078
H -1.51806 4.73107 0.79262
H -1.43854 2.28064 0.96802
H 1.62258 2.03653 -1.79537
S -0.61620 0.64685 -3.60179
C -1.18152 2.05045 -4.35014
N -0.48277 3.19718 -4.35587
C -0.85389 4.44129 -5.03643
C -2.35399 4.47598 -5.24151
C -2.78480 3.16005 -5.86102
N -2.39128 2.07960 -4.95888
H 0.43033 3.13446 -3.94988
H -0.33865 4.50928 -5.99771
H -0.52405 5.27932 -4.42517
H -2.62883 5.31233 -5.88242
H -2.85432 4.59360 -4.27748
H -2.31892 3.04105 -6.84328
H -3.86331 3.12708 -5.99141
H -2.80628 1.17451 -5.07496
C 0.58546 -4.51360 -1.13094
N -0.85228 -4.25420 -1.08515
C -1.69029 -5.43891 -1.15728
C -3.14191 -5.03399 -1.01926
C -3.48437 -4.14262 -2.19034
N -2.46967 -3.10716 -2.34190
C -2.73202 -2.02728 -3.28125
C -1.27259 -3.07599 -1.67466
O -0.57864 -2.05244 -1.61540
H 0.81859 -5.33289 -0.44916
H 1.12599 -3.62911 -0.83355
H 0.90309 -4.80133 -2.13812
H -1.39302 -6.10463 -0.34796
H -1.53790 -5.97774 -2.10427
H -3.27411 -4.48607 -0.08167
H -3.79171 -5.90907 -1.00270
H -4.45220 -3.66212 -2.04041
H -3.55054 -4.74177 -3.10289
H -3.68712 -2.22120 -3.76966
H -1.94694 -1.97751 -4.03099
H -2.74407 -1.06089 -2.80114
C -4.40633 -0.83860 -0.35917
P -2.98760 0.32503 -0.04558
C -3.53582 1.62353 -1.22868
C -3.64113 0.99091 1.54293
C -3.97216 2.32970 1.74429
C -4.48425 2.75716 2.96677
C -4.67256 1.85217 4.00128
C -4.34536 0.51490 3.81110
C -3.82780 0.09195 2.59650
H -4.22163 -1.81178 0.10307
H -4.53922 -0.98308 -1.42662
H -5.31968 -0.41687 0.05540
H -4.58462 1.87493 -1.06019
H -3.41174 1.22506 -2.23684
H -2.92051 2.51800 -1.15580
H -3.83421 3.05526 0.94809
H -4.73807 3.80169 3.10750
H -5.06698 2.18908 4.95269
H -4.48307 -0.19987 4.61411
H -3.56442 -0.95401 2.46250


A structure of composition C5H6ClNS, computed with wB97M-V/def2-TZVPD.

Its spin multiplicity is 1. As for the HOMO energy: -9.83 eV. The value obtained for the orbital gap is 9.51 eV. The LUMO energy comes out at -0.33 eV.

Positions of all 14 atoms, in Å:
C -1.05709 -0.28772 0.15569
C 0.16421 -1.22626 0.23666
C 1.05449 0.18830 0.23289
C 2.47548 0.19425 -0.50198
C -0.18954 0.78585 -0.43734
H -3.52123 0.49172 0.56104
H -1.01691 -0.01171 1.39036
H 0.12835 -1.76189 1.06447
H 0.63078 -1.69281 -0.71354
H 0.94862 0.78644 1.22819
H -0.00432 0.77989 -1.48993
N 3.57180 -0.33239 -0.80252
S -2.78678 -0.40078 -0.70036
Cl -0.39789 2.48713 -0.22365


A cluster of 2 separate species, C7H12N2Si in total, computed with wB97M-V/def2-TZVPD.

Its spin multiplicity is 1. As for the HOMO energy (alpha / beta): -7.70 / -7.70 eV. The value obtained for the orbital gap (alpha / beta) is 8.24 / 8.24 eV. The LUMO energy (alpha / beta) comes out at 0.54 / 0.54 eV.

Positions of all 22 atoms, in Å:
C -1.00872 -3.51554 0.44263
C -0.44477 -2.81247 1.50309
C -1.21155 -2.93807 -0.81943
C 0.05544 -1.50284 1.23770
C -0.71015 -1.63911 -1.04063
C -0.03593 -0.96789 -0.02938
C -0.91883 2.20913 -0.74894
N 1.64983 1.28794 -1.48681
N 1.39439 1.61010 2.12220
Si 0.44501 0.84303 -0.37023
H -1.36801 -4.47414 0.58378
H -0.58376 -3.24425 2.48992
H -1.80700 -3.49266 -1.52120
H 0.67919 -0.94413 2.06742
H -0.61493 -1.16225 -2.03395
H -0.60284 2.77397 -1.67794
H -1.88630 1.71965 -1.01920
H -1.15850 3.01091 0.05066
H 2.51438 0.88960 -1.84495
H 1.61835 2.35270 -1.68412
H 0.87032 2.46756 2.10812
H 2.18465 2.00481 1.67039


A structure of composition C16H20AsClF6N2O4P2Pt, computed with wB97M-V/def2-TZVPD.

Its spin multiplicity is 6. As for the HOMO energy (alpha / beta): -18.16 / -19.03 eV. As for the net charge: +3. The value obtained for the orbital gap (alpha / beta) is 7.58 / 4.74 eV. The LUMO energy (alpha / beta) comes out at -10.58 / -14.28 eV.

Positions of all 53 atoms, in Å:
Pt 11.27607 7.48723 9.44931
C 12.12928 10.88792 8.26512
P 10.68457 9.79836 8.30859
C 10.44657 9.35990 6.51176
C 9.36476 10.66951 9.11212
C 9.71530 11.32428 10.27348
C 8.72248 11.92353 11.08288
C 7.38196 11.90622 10.74290
C 7.01764 11.28505 9.51022
C 7.97075 10.57870 8.78629
P 7.31597 10.02407 7.28696
C 7.07650 11.19080 5.92829
C 5.95827 8.88857 7.57663
H 12.53927 11.22738 9.21760
H 11.88726 11.76085 7.63990
H 12.93575 10.32712 7.78858
H 10.21178 10.24667 5.94224
H 9.68170 8.58170 6.42995
H 11.36424 8.90026 6.19383
H 10.75320 11.38677 10.58923
H 9.02482 12.41207 11.98390
H 6.63116 12.33518 11.37783
H 5.96756 11.32217 9.16510
H 6.25858 11.87960 6.11740
H 6.83197 10.63536 5.02162
H 7.98996 11.76294 5.78828
H 5.97369 8.62525 8.62469
H 6.06601 7.97694 6.99455
H 5.03174 9.43226 7.29850
O 8.89716 5.20307 10.37782
Cl 8.82917 6.12562 9.31584
O 8.97906 7.58041 9.93473
O 7.71167 5.96368 8.46587
O 10.09238 6.05128 8.48291
F 13.33598 8.46506 9.73523
As 14.19955 7.45364 8.52779
F 14.93653 8.71479 7.75286
F 15.39603 7.25536 9.71981
F 14.77464 6.28957 7.48659
F 13.12413 6.23195 9.36365
F 12.70902 7.78747 7.52363
N 12.48140 4.30884 16.30291
C 12.22502 4.83290 15.30064
C 12.03985 5.50072 14.06338
C 13.09270 6.08154 13.37132
C 12.84033 6.76204 12.09400
N 11.60403 6.92024 11.65566
C 10.56948 6.41820 12.36529
C 10.74182 5.58165 13.53522
H 14.09887 5.91341 13.74057
H 13.65184 7.12766 11.48205
H 9.58872 6.75605 12.05911
H 9.85369 5.08102 13.88811


A structure of composition C30H46N10Os, computed with wB97M-V/def2-TZVPD.

Its spin multiplicity is 5. As for the HOMO energy (alpha / beta): -13.29 / -13.79 eV. As for the net charge: +2. The value obtained for the orbital gap (alpha / beta) is 8.12 / 6.35 eV. The LUMO energy (alpha / beta) comes out at -5.17 / -7.44 eV.

Positions of all 87 atoms, in Å:
Os -0.20342 0.01219 -0.80932
C -2.86345 -1.90457 -4.18061
N -2.59691 -0.67915 -3.42733
C -2.06715 0.41760 -4.23629
C -2.88640 -0.54535 -2.13276
N -2.14101 0.28965 -1.34174
C -2.85898 1.17529 -0.48772
C -4.08240 1.74840 -0.80373
C -4.67399 2.64350 0.07353
C -4.02812 2.98817 1.25490
C -2.79162 2.43920 1.55969
C -2.21208 1.51727 0.69432
N -0.91713 0.95149 0.84692
C -0.28651 1.07988 2.06619
N -0.86552 0.61980 3.17416
C -0.62313 1.19990 4.49888
C -1.99915 -0.29811 3.14779
N 0.90712 1.67888 2.10466
C 1.95454 1.35234 3.06937
C 1.20682 2.83504 1.25793
N -3.90888 -1.22516 -1.59795
C -5.14840 -1.49434 -2.33029
C -3.97316 -1.53957 -0.17893
H -1.98044 -2.12258 -4.78105
H -3.71374 -1.79221 -4.85298
H -3.04019 -2.73390 -3.50309
H -2.75824 0.59854 -5.06085
H -1.10488 0.14558 -4.65932
H -1.97409 1.32060 -3.64046
H -4.56786 1.51509 -1.74466
H -5.62581 3.09102 -0.17644
H -4.47598 3.70566 1.92846
H -2.27840 2.75159 2.46168
H -0.07851 2.13331 4.41532
H -0.07749 0.51042 5.14269
H -1.59125 1.40535 4.95530
H -2.08001 -0.77496 2.17824
H -2.92410 0.24254 3.35356
H -1.85234 -1.05833 3.91481
H 1.72967 0.41605 3.57107
H 2.09250 2.14292 3.80732
H 2.88683 1.23329 2.51401
H 0.40311 3.00986 0.54960
H 2.14253 2.67549 0.72594
H 1.31577 3.71437 1.89553
H -5.16626 -0.94153 -3.26317
H -5.98217 -1.15524 -1.71431
H -5.27675 -2.55767 -2.53225
H -2.98103 -1.47834 0.26106
H -4.34541 -2.55783 -0.06735
H -4.64365 -0.85602 0.34608
C 6.29754 -1.26156 1.32244
C 5.12174 -0.56278 0.70045
C 5.31291 0.63879 -0.00327
C 4.25354 1.30738 -0.62391
C 4.48359 2.58457 -1.38183
C 2.99400 0.76050 -0.51906
C 2.73680 -0.46620 0.16406
C 3.86019 -1.10029 0.78094
N 1.47060 -0.93282 0.19082
C 1.14621 -2.28782 0.74073
C 1.31413 -2.33726 2.26507
C -0.33541 -2.57508 0.45686
C 1.93663 -3.37962 -0.00190
H 7.02521 -0.54579 1.70177
H 6.80425 -1.87574 0.57551
H 5.99197 -1.91272 2.13982
H 6.31104 1.05621 -0.06781
H 5.53449 2.86460 -1.37039
H 3.91303 3.40852 -0.94723
H 4.18123 2.47908 -2.42466
H 2.16670 1.27323 -0.98880
H 3.74900 -2.02059 1.32649
H 0.57384 -1.69108 2.74439
H 2.29612 -2.03329 2.61359
H 1.13790 -3.35728 2.60850
H -0.98778 -1.85214 0.95056
H -0.59476 -3.55857 0.84805
H -0.53891 -2.60793 -0.62345
H 2.99106 -3.41696 0.24871
H 1.85341 -3.22561 -1.07941
H 1.50804 -4.35348 0.23510
N 4.07767 1.06839 -4.98351
C 2.94729 0.87409 -4.87513
N 1.62167 0.67298 -4.75781
C 1.16900 0.40275 -3.62591
N 0.68318 0.11809 -2.58625


A structure of composition C36H41N7O4S2Zr, computed with wB97M-V/def2-TZVPD.

Its spin multiplicity is 1. As for the HOMO energy: -12.89 eV. As for the net charge: +2. The value obtained for the orbital gap is 7.67 eV. The LUMO energy comes out at -5.22 eV.

Positions of all 91 atoms, in Å:
Zr 0.35574 -0.05434 -0.74448
C -1.67419 2.52896 -6.74347
C -1.18786 3.74118 -5.99635
C -1.33209 5.01962 -6.52203
C -0.89044 6.13956 -5.83439
C -0.26069 5.99285 -4.60915
C -0.08660 4.72834 -4.07161
C -0.56793 3.61124 -4.75058
N -0.39107 2.29801 -4.22488
C -0.61238 1.86185 -2.97156
N -1.18312 2.71983 -2.11603
C -1.49247 2.57424 -0.73892
C -0.94462 1.53856 0.04244
C -1.31169 1.54375 1.40205
C -2.16286 2.49567 1.93400
C -2.67370 3.49611 1.12172
C -2.34602 3.56070 -0.22461
C -2.90377 4.65954 -1.09326
N -0.35039 0.60614 -2.61518
C 0.48832 -0.20571 -3.46012
C 1.74273 0.26042 -3.88027
C 2.57278 -0.55008 -4.62648
C 2.16885 -1.83825 -4.95411
C 0.93322 -2.30221 -4.54038
C 0.06894 -1.50518 -3.79565
C -1.30402 -2.01726 -3.43486
H -2.24630 2.82329 -7.61968
H -2.31220 1.90479 -6.11481
H -0.83693 1.91694 -7.09318
H -1.80734 5.14058 -7.48716
H -1.02933 7.12357 -6.26084
H 0.10470 6.86060 -4.07609
H 0.45648 4.60010 -3.14274
H -0.16253 1.58240 -4.89853
H -1.55871 3.55478 -2.54072
H -0.90189 0.79170 2.06404
H -2.43153 2.46313 2.98210
H -3.33753 4.24148 1.54136
H -3.53916 5.31573 -0.50361
H -3.51367 4.26174 -1.90901
H -2.11236 5.27904 -1.52585
H 2.06115 1.25400 -3.59825
H 3.53943 -0.18286 -4.94514
H 2.81874 -2.47456 -5.53950
H 0.62332 -3.30353 -4.81265
H -1.26839 -3.08010 -3.20018
H -1.97644 -1.89441 -4.28659
H -1.74220 -1.47662 -2.60438
N 7.98231 -2.29461 0.67218
C 6.64304 -2.25099 0.50773
C 5.83111 -3.29800 0.98979
C 4.46743 -3.25559 0.84850
C 3.88792 -2.16935 0.20231
C 4.66451 -1.12062 -0.29228
C 6.02900 -1.15832 -0.13908
S 2.17455 -1.96459 0.02495
O 1.34661 -3.15038 0.16080
O 1.95091 -1.35794 -1.31927
N 1.57120 -0.73984 0.94051
C 1.49610 -1.06253 2.30103
N 2.14546 -2.14848 2.72423
C 2.06963 -2.43520 4.01983
C 1.36626 -1.64178 4.90881
C 0.76824 -0.51491 4.37534
N 0.82958 -0.21467 3.07838
H 8.41860 -3.10540 1.07258
H 8.57971 -1.59249 0.27641
H 6.29632 -4.14332 1.48063
H 3.84039 -4.05126 1.22728
H 4.17549 -0.30497 -0.81227
H 6.64741 -0.35951 -0.52916
H 2.59775 -3.32532 4.34256
H 1.29549 -1.88414 5.95812
H 0.21914 0.18519 4.99457
O -0.94816 -1.75530 -0.09707
H -1.68505 -2.02703 0.45602
H -0.25918 -2.47573 0.00820
O 1.82997 1.36720 -1.02810
S 1.88361 2.81482 -0.48224
C 3.63527 3.25976 -0.79107
C 4.25387 3.56481 0.56818
C 3.64541 2.55285 1.53474
C 2.13981 2.62856 1.31431
H 3.68427 4.08750 -1.49594
H 4.05838 2.36408 -1.24720
H 4.00147 4.58177 0.87474
H 5.33987 3.49301 0.52306
H 3.89755 2.77626 2.57029
H 4.00553 1.54782 1.29976
H 1.69459 3.49811 1.79894
H 1.59762 1.73341 1.60853


no.,E_tot (hartree)
1,-4522.00588
2,-1107.07756
3,-672.86720
4,-5127.85448
5,-1808.40862
6,-2923.78141